DFT (ωB97M-V with the def2-TZVPD basis set) results for a molecular structure, C23H22N3O9PS2W.

Last column: natural (NBO) charge in e.
Cartesian coordinates (Å):
W 0.139 -0.524 0.337  1.715
C -3.087 -6.560 0.587  -0.634
C -2.033 -5.742 1.283  -0.047
O -1.636 -4.623 0.416  -0.845
P -1.509 -3.114 0.734  1.809
S -2.179 -1.141 -0.047  -0.306
S 0.503 -2.870 0.927  -0.339
O -2.027 -3.023 2.229  -0.854
C -3.270 -2.431 2.690  -0.058
C -4.480 -2.951 1.942  -0.647
H -3.233 -7.497 1.126  0.238
H -2.777 -6.792 -0.431  0.231
H -4.037 -6.026 0.547  0.215
H -1.119 -6.308 1.446  0.210
H -2.375 -5.344 2.233  0.201
H -3.187 -1.349 2.603  0.193
H -3.313 -2.700 3.743  0.211
H -4.383 -2.771 0.869  0.213
H -5.370 -2.425 2.286  0.243
H -4.621 -4.020 2.110  0.217
O -0.699 3.347 -0.669  -0.508
C -0.487 2.175 -0.724  0.755
O -0.386 1.371 0.335  -0.752
C -0.309 1.402 -1.998  0.119
C -0.293 2.040 -3.239  -0.225
C -0.110 1.277 -4.352  -0.080
C 0.034 -0.121 -4.228  -0.101
C 0.235 -0.958 -5.354  -0.157
C 0.370 -2.302 -5.198  -0.189
C 0.316 -2.875 -3.906  -0.148
C 0.130 -2.096 -2.803  -0.225
C -0.013 -0.699 -2.940  0.250
N -0.177 0.101 -1.836  -0.447
H -0.410 3.114 -3.268  0.263
H -0.071 1.729 -5.335  0.238
H 0.286 -0.504 -6.335  0.229
H 0.521 -2.939 -6.059  0.234
H 0.432 -3.945 -3.793  0.229
H 0.105 -2.536 -1.818  0.219
O 6.055 1.313 0.105  -0.395
C 4.963 0.861 0.219  0.399
C 3.985 1.110 1.407  0.407
O 4.193 1.758 2.388  -0.433
C 2.753 0.400 0.984  0.261
C 2.886 -0.176 -0.230  0.130
O 1.784 -0.775 -0.676  -0.620
C 4.228 -0.049 -0.812  0.415
O 4.681 -0.513 -1.818  -0.451
O 1.591 0.255 1.552  -0.662
C -1.899 1.882 4.946  -0.405
N -1.301 0.819 4.143  -0.305
C -0.522 -0.215 4.622  -0.071
C -0.123 -0.923 3.541  -0.042
N -0.656 -0.344 2.405  -0.554
C -1.349 0.710 2.817  0.241
H -2.291 1.461 5.868  0.226
H -2.706 2.348 4.389  0.227
H -1.149 2.632 5.189  0.231
H -0.327 -0.350 5.671  0.243
H 0.488 -1.805 3.496  0.245
H -1.906 1.372 2.178  0.243

Summary:
⟨S²⟩: 0.77
Energy above the lowest of the compared OMol25 structures with the same formula, charge and spin, kJ/mol: 134.8
Charge: +1
LUMO energy (spin up / spin down), hartree: -0.18600 / -0.17525
HOMO-LUMO gap (spin up / spin down), eV: 6.26 / 6.60
Multiplicity: 2

---

DFT (ωB97M-V with the def2-TZVPD basis set) results for 12 unconnected molecules or ions with the total composition C46H127N11O12.

Last column: Mulliken charge in e.
Cartesian coordinates (Å):
C -4.560 1.437 0.043  -0.105
O -4.343 2.718 0.591  -0.369
C -3.453 3.552 -0.140  -1.109
C -1.968 3.223 0.095  2.457
C -1.538 3.705 1.497  -1.576
N -1.253 3.926 -0.931  -0.580
H -3.680 0.840 -0.215  -0.164
H -5.016 1.473 -0.955  -0.027
H -5.269 0.922 0.687  0.420
H -3.749 3.562 -1.192  0.324
H -3.658 4.542 0.277  0.411
H -1.921 2.138 -0.028  -0.831
H -2.150 3.161 2.219  0.266
H -1.712 4.782 1.454  0.594
H -0.483 3.583 1.732  -0.049
H -1.461 4.911 -0.803  0.371
H -0.246 3.825 -0.852  -0.210
C 6.061 4.911 -0.904  -0.820
O 4.687 5.244 -0.954  -0.380
C 3.851 4.229 -0.396  -0.077
C 2.343 4.616 -0.461  0.493
C 2.102 5.904 0.263  -1.583
N 1.564 3.547 0.171  0.687
H 6.403 4.586 0.082  0.338
H 6.552 5.859 -1.128  0.321
H 6.461 4.194 -1.625  0.257
H 3.993 3.317 -0.981  -0.039
H 4.086 4.075 0.660  0.356
H 2.027 4.656 -1.505  0.000
H 1.131 6.312 -0.030  0.354
H 2.808 6.705 0.045  0.412
H 2.032 5.756 1.342  0.321
H 1.922 3.502 1.121  0.192
H 1.830 2.632 -0.214  -0.657
C -0.881 -7.697 -4.159  -0.686
O -0.737 -6.404 -4.722  -0.308
C -1.201 -5.350 -3.882  -0.610
C -0.832 -4.024 -4.555  1.057
C -1.195 -2.800 -3.742  -1.010
N -1.425 -3.892 -5.870  -0.702
H -1.927 -7.911 -3.914  0.338
H -0.347 -7.808 -3.212  0.178
H -0.639 -8.518 -4.832  0.302
H -2.274 -5.449 -3.684  0.396
H -0.735 -5.463 -2.897  0.062
H 0.253 -4.108 -4.659  -0.140
H -0.900 -2.923 -2.699  0.421
H -2.288 -2.761 -3.742  0.356
H -0.817 -1.876 -4.173  -0.147
H -1.220 -4.683 -6.469  0.277
H -2.438 -3.854 -5.877  0.265
C 0.098 0.319 -6.022  -1.008
O -0.087 1.290 -5.001  0.298
C 1.034 2.060 -4.629  0.373
C 1.255 3.182 -5.648  0.194
C 2.464 4.092 -5.238  -1.343
N 0.109 4.076 -5.792  -0.763
H -0.861 -0.144 -6.250  0.191
H 0.817 -0.477 -5.815  0.240
H 0.445 0.873 -6.898  0.440
H 0.834 2.519 -3.656  -0.346
H 1.899 1.434 -4.391  -0.249
H 1.540 2.780 -6.622  0.472
H 2.237 4.922 -4.566  0.336
H 2.831 4.615 -6.122  0.368
H 3.275 3.551 -4.750  0.208
H -0.667 3.425 -5.673  0.243
H 0.077 4.578 -4.909  0.325
C 1.591 -6.429 -1.065  -0.691
O 2.037 -5.223 -1.631  -0.130
C 3.431 -4.990 -1.406  -0.681
C 3.840 -3.687 -2.092  1.869
C 4.010 -3.823 -3.606  -1.404
N 5.109 -3.159 -1.587  -0.563
H 0.603 -6.609 -1.483  0.132
H 1.548 -6.296 0.019  0.245
H 2.297 -7.258 -1.175  0.309
H 3.587 -4.889 -0.328  0.233
H 4.047 -5.789 -1.827  0.306
H 3.054 -2.940 -1.965  -0.677
H 4.193 -2.861 -4.083  0.201
H 3.086 -4.236 -4.017  0.257
H 4.810 -4.522 -3.856  0.399
H 5.022 -3.044 -0.573  -0.117
H 5.877 -3.820 -1.614  0.355
C 0.594 1.329 4.738  -0.321
O 0.038 1.565 6.014  -0.078
C 0.897 2.387 6.824  -1.028
C 0.006 3.135 7.862  0.595
C -1.142 3.959 7.229  -1.341
N 0.848 4.046 8.649  -0.757
H 1.480 0.698 4.851  0.378
H 0.870 2.235 4.192  0.434
H -0.135 0.799 4.123  -0.458
H 1.612 1.758 7.355  0.329
H 1.421 3.123 6.209  0.490
H -0.480 2.376 8.476  0.229
H -0.688 4.905 6.929  0.413
H -1.974 4.156 7.906  0.320
H -1.623 3.512 6.357  0.210
H 0.208 4.664 9.135  0.278
H 1.379 4.681 8.065  0.281
C -3.284 0.294 2.814  -1.043
O -2.856 -0.307 4.045  -0.325
C -3.227 0.467 5.170  -0.842
C -3.149 -0.338 6.468  0.663
C -3.739 0.396 7.652  -1.792
N -1.761 -0.703 6.754  -0.824
H -2.609 1.094 2.503  0.224
H -4.311 0.658 2.841  0.503
H -3.223 -0.471 2.040  0.365
H -2.574 1.345 5.178  0.338
H -4.283 0.742 5.072  0.472
H -3.620 -1.309 6.301  0.240
H -4.827 0.320 7.588  0.423
H -3.506 1.459 7.735  0.247
H -3.427 -0.071 8.586  0.450
H -1.456 -1.257 5.961  0.194
H -1.097 0.066 6.700  0.508
C -3.705 1.488 -5.274  -0.433
O -5.111 1.547 -5.257  -0.447
C -5.629 1.193 -4.010  0.157
C -7.160 1.180 -4.060  0.471
C -7.872 2.476 -4.426  -1.473
N -7.760 0.660 -2.818  -0.678
H -3.398 1.904 -6.234  0.318
H -3.324 0.464 -5.223  0.216
H -3.243 2.083 -4.483  0.152
H -5.314 0.221 -3.613  0.194
H -5.306 1.888 -3.224  -0.151
H -7.437 0.471 -4.848  0.215
H -7.557 2.903 -5.377  0.329
H -7.661 3.226 -3.661  0.303
H -8.938 2.247 -4.425  0.382
H -7.269 -0.200 -2.604  0.219
H -8.741 0.434 -2.902  0.250
C -4.006 -5.465 4.422  -0.740
O -3.104 -4.791 3.595  -0.347
C -2.534 -3.611 4.176  -0.832
C -1.388 -3.108 3.342  1.634
C -0.460 -4.200 2.829  -1.629
N -0.605 -2.020 3.960  -0.602
H -4.174 -6.420 3.924  0.262
H -4.974 -4.954 4.448  0.269
H -3.649 -5.612 5.444  0.308
H -3.328 -2.869 4.280  0.274
H -2.130 -3.894 5.154  0.434
H -1.810 -2.648 2.439  -0.245
H -0.074 -4.785 3.665  0.388
H 0.334 -3.764 2.220  0.335
H -0.996 -4.884 2.170  0.403
H 0.067 -1.708 3.269  -0.022
H -1.282 -1.259 4.003  0.199
C 4.475 0.859 3.100  -0.871
O 3.954 -0.412 2.812  -0.042
C 4.943 -1.276 2.276  -1.069
C 4.306 -2.645 1.901  1.339
C 3.618 -3.273 3.109  -1.582
N 5.354 -3.538 1.403  -0.658
H 4.857 1.353 2.203  0.324
H 5.275 0.740 3.836  0.354
H 3.729 1.512 3.552  0.155
H 5.219 -0.789 1.335  0.411
H 5.827 -1.429 2.900  0.458
H 3.587 -2.455 1.099  -0.380
H 3.359 -4.324 2.976  0.516
H 2.743 -2.675 3.362  0.247
H 4.299 -3.279 3.963  0.337
H 5.028 -4.494 1.486  0.193
H 6.124 -3.498 2.063  0.287
C -2.047 0.360 -2.556  -0.215
O -1.138 -0.092 -1.539  -0.483
C 0.139 0.477 -1.612  0.236
C 1.066 -0.122 -0.537  1.071
C 0.439 0.066 0.856  -0.983
N 2.277 0.716 -0.391  0.523
H -1.652 0.115 -3.541  -0.195
H -2.156 1.446 -2.504  0.335
H -2.982 -0.161 -2.362  0.349
H 0.693 0.127 -2.493  0.445
H 0.137 1.569 -1.601  -0.868
H 1.353 -1.168 -0.662  0.122
H -0.501 -0.498 0.864  0.554
H 0.091 1.078 1.071  -0.654
H 1.053 -0.306 1.677  0.419
H 2.706 0.583 0.518  -0.063
H 3.070 0.417 -0.967  -0.332
C 4.524 1.525 -3.348  -0.788
C 4.487 0.018 -3.371  -0.341
O 4.334 -0.432 -2.029  -0.750
H 4.576 1.942 -4.352  0.396
H 5.357 1.860 -2.728  0.395
H 3.642 1.893 -2.819  -0.236
H 5.434 -0.400 -3.721  0.549
H 3.670 -0.286 -4.031  0.160
H 4.678 -1.347 -2.026  0.372

Summary:
Energy above the lowest of the compared OMol25 structures with the same formula, charge and spin, kJ/mol: 60.6
Charge: 0
LUMO energy, hartree: 0.01698
HOMO-LUMO gap, eV: 9.00
Multiplicity: 1

---

DFT (ωB97M-V with the def2-TZVPD basis set) results for 2 unconnected molecules or ions with the total composition C3H9NO2S2.

Last column: natural (NBO) charge in e.
Cartesian coordinates (Å):
C 0.236 1.973 0.903  -0.257
C 1.692 -1.904 -0.475  -0.269
C 0.644 0.248 -0.681  0.668
N -1.407 -0.478 -0.454  -1.004
O 0.877 0.761 0.541  -0.499
O 1.295 -0.765 -1.191  -0.473
S -1.451 -1.345 0.973  0.147
S -2.528 0.723 -0.718  0.152
H 0.128 2.578 -0.006  0.190
H 0.852 2.428 1.667  0.206
H -0.759 1.820 1.453  0.207
H 2.309 -1.648 0.433  0.198
H 2.332 -2.420 -1.194  0.197
H 0.985 -2.679 -0.287  0.208
H 0.370 0.991 -1.482  0.180
H -2.109 -0.360 1.911  0.068
H -3.466 0.075 -1.392  0.083

Summary:
Energy above the lowest of the compared OMol25 structures with the same formula, charge and spin, kJ/mol: 497.7
Charge: 0
LUMO energy, hartree: 0.02585
HOMO-LUMO gap, eV: 8.01
Multiplicity: 1

---

DFT (ωB97M-V with the def2-TZVPD basis set) results for a molecular structure, C22H23N5O2SeW.

Last column: natural (NBO) charge in e.
Cartesian coordinates (Å):
N 2.386 -2.654 -1.390  -0.470
C 3.105 -2.361 -2.256  0.436
C 3.991 -2.048 -3.357  -0.752
H 5.007 -2.388 -3.136  0.307
H 4.009 -0.966 -3.535  0.268
H 3.648 -2.562 -4.260  0.301
N -1.750 3.423 -1.304  -0.521
C -2.767 3.762 -1.734  0.521
C -3.957 4.327 -2.300  -0.763
H -3.694 4.995 -3.131  0.314
H -4.500 4.893 -1.532  0.309
H -4.595 3.519 -2.680  0.294
N 1.815 -1.627 3.292  -0.422
C 1.093 -1.304 4.148  0.354
C 0.219 -0.949 5.255  -0.746
H -0.829 -1.135 4.974  0.260
H 0.341 0.114 5.507  0.280
H 0.468 -1.555 6.139  0.306
W 0.401 1.767 -0.100  0.856
C -1.516 1.234 0.621  0.591
O -2.592 0.855 0.855  -0.317
C -0.791 0.712 -1.507  0.597
O -1.600 0.212 -2.181  -0.321
C 2.128 2.085 -1.182  -0.248
C 2.273 0.971 -0.302  -0.235
C 1.921 1.093 1.073  -0.275
C 1.445 2.342 1.572  -0.247
C 1.273 3.444 0.686  -0.233
C 1.601 3.313 -0.693  -0.270
H 2.454 2.025 -2.220  0.318
H 2.676 0.024 -0.657  0.310
H 2.063 0.233 1.726  0.323
H 1.230 2.471 2.632  0.318
H 0.923 4.399 1.067  0.329
H 1.496 4.161 -1.365  0.331
C -2.723 -2.810 -0.703  -0.437
N -2.250 -3.867 0.169  -0.259
C -0.987 -3.883 0.720  0.055
Se 0.277 -2.602 0.487  0.672
N -0.924 -5.090 1.383  -0.464
C -2.088 -5.829 1.216  0.317
C -2.308 -7.185 1.412  -0.255
C -3.477 -7.728 0.868  -0.035
C -4.377 -6.928 0.134  -0.054
C -4.121 -5.566 -0.090  -0.231
C -2.950 -5.042 0.464  0.216
H -1.852 -2.403 -1.271  0.242
H -3.190 -1.978 -0.121  0.247
H -3.479 -3.245 -1.393  0.266
H -0.102 -5.451 1.850  0.480
H -1.567 -7.770 1.952  0.285
H -3.692 -8.790 0.999  0.290
H -5.276 -7.391 -0.278  0.289
H -4.775 -4.912 -0.665  0.272

Summary:
⟨S²⟩: 2.02
Charge: +4
LUMO energy (spin up / spin down), hartree: -0.57073 / -0.57034
HOMO-LUMO gap (spin up / spin down), eV: 5.11 / 5.12
Multiplicity: 3

---

| no. | calculated total energy (eV) | strongest force on any atom (eV Å⁻¹) |
| --- | --- | --- |
| 1 | -79888.1099 | 2.97 |
| 2 | -90716.3447 | 3.39 |
| 3 | -30508.2051 | 3.37 |
| 4 | -101856.7213 | 13.31 |